Molecular formula: C11H20FeI2N3O
Method: DFT, the ωB97M-V functional and the def2-TZVPD basis

Positions of all 38 atoms, in Å:
C (0.2188, -2.9392, -2.2564)
I (3.5530, -0.8614, 0.4755)
H (1.2809, -2.7451, -2.4865)
H (-0.2866, -2.6469, -3.1965)
H (0.1424, -4.0183, -2.0817)
C (-1.5613, 1.8371, -2.5836)
C (0.0273, 0.5540, -1.5674)
N (-1.2586, 1.0114, -1.5034)
H (-0.2840, 2.4249, -4.2734)
I (1.2739, 2.1735, 0.8311)
N (0.5081, 1.0909, -2.7401)
H (-2.5116, 2.3272, -2.6856)
Fe (1.2661, -0.3583, -0.1821)
C (-0.0191, -2.1237, -1.0539)
O (-0.9173, -2.2840, -0.2439)
C (-0.4565, 1.8771, -3.3622)
C (1.8741, 0.9653, -3.2011)
H (2.5559, 1.6581, -2.6769)
H (1.9104, 1.1817, -4.2779)
H (2.2594, -0.0557, -3.0447)
C (-2.2068, 0.8524, -0.4182)
H (-3.2212, 0.9874, -0.8120)
H (-2.0670, 1.5870, 0.3904)
H (-2.1481, -0.1538, 0.0045)
C (1.3839, -0.3025, 3.4456)
C (0.0894, -0.0736, 2.6950)
C (-0.7671, -1.3294, 2.6786)
C (-0.6629, 1.0770, 3.3359)
N (0.4340, 0.2397, 1.2519)
H (1.1791, -0.4967, 4.5031)
H (2.0285, 0.5785, 3.3944)
H (1.9308, -1.1570, 3.0377)
H (-1.0330, -1.6138, 3.7066)
H (-1.7008, -1.1566, 2.1268)
H (-0.2505, -2.1811, 2.2137)
H (-0.0596, 1.9886, 3.3575)
H (-1.6093, 1.2874, 2.8298)
H (-0.8946, 0.7977, 4.3694)

## Properties
net charge = -2
total energy = -2529.61191 hartree
largest force on an atom = 4.006 eV/A
molar mass = 519.954 g/mol
orbital gap (alpha / beta) = 0.020 / 0.197 Eh
E_LUMO (alpha / beta) = 3.11 / 4.51 eV
multiplicity = 6
HOMO level (alpha / beta) = 2.5638 / -0.8339 eV
<S²> = 8.800

***

Molecular formula: C3HO2S3
Method: DFT, the ωB97M-V functional and the def2-TZVPD basis

Positions of all 9 atoms, in Å:
C (-0.8106, 2.1406, 0.9907)
C (0.5940, -1.5347, -1.9323)
C (-0.2181, 0.7112, 0.8200)
O (0.8525, -0.9650, -2.8971)
O (0.3087, -2.2953, -1.1164)
S (-2.0608, 2.9213, 0.3978)
S (1.0359, 0.5717, -0.2902)
S (-0.3103, -0.3522, 2.2419)
H (0.6088, -1.1976, 1.7857)

## Properties
net charge = -1
relative energy (zero: lowest compared OMol25 entry of this formula, charge and spin) = 114.2 kJ/mol
total energy = -1459.96960 hartree
largest force on an atom = 4.748 eV/A
molar mass = 165.240 g/mol
orbital gap (alpha / beta) = 0.218 / 0.218 Eh
E_LUMO (alpha / beta) = 3.21 / 3.21 eV
multiplicity = 1
HOMO level (alpha / beta) = -2.7362 / -2.7379 eV

***

Molecular formula: C25H28N3O6PtS3
Method: DFT, the ωB97M-V functional and the def2-TZVPD basis

Positions of all 66 atoms, in Å:
Pt (0.5825, 0.2197, -1.0444)
N (1.5606, 2.1585, -2.2754)
N (1.6184, 1.8243, -3.6321)
C (0.8675, 0.8532, -4.1496)
N (0.9628, 0.6721, -5.4790)
S (-0.1930, -0.1233, -3.2562)
H (0.7796, 2.7939, -2.0989)
H (2.4558, 2.5221, -1.9772)
H (2.2335, 2.3541, -4.2314)
H (1.3678, 1.3732, -6.0768)
H (0.3583, -0.0062, -5.9088)
O (2.3470, -0.6418, -1.7467)
S (3.4900, -1.4994, -1.2036)
C (2.6994, -2.6998, -0.0865)
C (2.7962, -2.4390, 1.4090)
C (1.6152, -3.0757, 2.1629)
C (0.9378, -2.0708, 3.0851)
S (-0.0824, -0.8582, 2.2068)
O (0.8020, -0.3640, 1.0703)
C (-1.3180, -1.9938, 1.5836)
C (-1.4675, -2.1965, 0.2203)
C (-2.4537, -3.0654, -0.2304)
C (-3.2708, -3.7203, 0.6769)
C (-3.1259, -3.4905, 2.0415)
C (-2.1548, -2.6183, 2.5029)
C (4.4745, -0.4990, -0.1256)
C (5.7766, -0.9301, 0.0877)
C (6.6049, -0.1873, 0.9167)
C (6.1347, 0.9837, 1.4946)
C (4.8361, 1.4162, 1.2521)
C (3.9924, 0.6738, 0.4405)
H (3.0704, -3.6805, -0.3834)
H (1.6626, -2.6142, -0.4253)
H (2.7588, -1.3662, 1.5614)
H (3.7517, -2.7781, 1.8106)
H (1.9363, -3.9410, 2.7431)
H (0.8627, -3.4493, 1.4641)
H (1.6510, -1.4885, 3.6707)
H (0.2364, -2.5350, 3.7808)
H (-0.8682, -1.6092, -0.4645)
H (-2.5885, -3.2158, -1.2933)
H (-4.0379, -4.3970, 0.3253)
H (-3.7799, -3.9837, 2.7477)
H (-2.0685, -2.4237, 3.5656)
H (6.1448, -1.8300, -0.3909)
H (7.6205, -0.5134, 1.0936)
H (6.7868, 1.5689, 2.1289)
H (4.4764, 2.3324, 1.7013)
H (2.9726, 0.9934, 0.2601)
O (-1.0305, 2.8686, -1.5805)
C (-1.6374, 2.0709, -0.8782)
O (-1.1346, 0.9476, -0.4274)
C (-3.0239, 2.3309, -0.4025)
C (-3.6856, 1.4203, 0.4120)
C (-4.9886, 1.6560, 0.8597)
C (-5.5738, 2.8277, 0.4501)
O (-6.8217, 3.2825, 0.7411)
C (-6.9459, 4.5570, 0.0954)
O (-5.7328, 4.8028, -0.6177)
C (-4.9173, 3.7357, -0.3637)
C (-3.6438, 3.5241, -0.8098)
H (-3.1796, 0.5096, 0.6986)
H (-5.5128, 0.9555, 1.4935)
H (-7.0853, 5.3279, 0.8535)
H (-7.7783, 4.5194, -0.6065)
H (-3.1236, 4.2291, -1.4419)

## Properties
net charge = +1
relative energy (zero: lowest compared OMol25 entry of this formula, charge and spin) = 105.0 kJ/mol
total energy = -2898.78970 hartree
largest force on an atom = 1.188 eV/A
molar mass = 757.793 g/mol
orbital gap = 0.272 Eh
E_LUMO = -2.39 eV
multiplicity = 1
HOMO level = -9.7893 eV

***

Molecular formula: C42H33BrF3O2OsP
Method: DFT, the ωB97M-V functional and the def2-TZVPD basis

Positions of all 83 atoms, in Å:
Os (-1.0384, 0.3624, -0.2379)
Br (-3.3004, 1.4518, 0.7084)
C (-4.0235, 1.8676, -0.9969)
C (-5.2263, 2.5060, -1.0390)
C (-5.8178, 2.7677, -2.2894)
C (-5.1954, 2.3466, -3.4273)
C (-3.9524, 1.6734, -3.3764)
C (-3.3482, 1.1945, -4.5621)
C (-2.1680, 0.5292, -4.5038)
C (-1.4792, 0.3657, -3.2713)
C (-2.0050, 0.8209, -2.0609)
C (-3.3004, 1.4423, -2.1357)
H (-5.7239, 2.7958, -0.1237)
H (-6.7694, 3.2798, -2.3336)
H (-5.6493, 2.5144, -4.3964)
H (-3.8480, 1.3564, -5.5092)
H (-1.7091, 0.1393, -5.4029)
H (0.2172, -0.3317, -0.8917)
O (0.5168, 2.1886, -2.0249)
C (0.0929, 2.0134, -0.9017)
C (0.4919, 3.0919, 0.1053)
C (0.9876, 4.3214, -0.3208)
C (1.4230, 5.2429, 0.6138)
C (1.4084, 4.9328, 1.9738)
C (0.9324, 3.7068, 2.4018)
C (0.4434, 2.8035, 1.4598)
P (-0.1150, 1.1207, 1.7442)
C (1.4004, 0.2544, 2.2489)
C (2.4164, 0.1819, 1.2958)
C (3.5963, -0.4800, 1.5822)
C (3.7708, -1.0817, 2.8231)
C (2.7697, -1.0000, 3.7780)
C (1.5861, -0.3276, 3.4960)
C (-1.2408, 1.1074, 3.1670)
C (-1.6990, -0.1131, 3.6684)
C (-2.6194, -0.1390, 4.7044)
C (-3.1047, 1.0464, 5.2393)
C (-2.6736, 2.2614, 4.7289)
C (-1.7486, 2.2945, 3.6951)
H (1.0332, 4.5219, -1.3830)
H (1.7977, 6.2054, 0.2892)
H (1.7802, 5.6485, 2.6957)
H (0.9503, 3.4512, 3.4544)
H (2.2670, 0.6247, 0.3171)
H (4.3741, -0.5448, 0.8320)
H (4.6881, -1.6123, 3.0433)
H (2.9057, -1.4603, 4.7481)
H (0.8154, -0.2635, 4.2523)
H (-1.3526, -1.0345, 3.2209)
H (-2.9663, -1.0905, 5.0861)
H (-3.8263, 1.0226, 6.0457)
H (-3.0610, 3.1889, 5.1300)
H (-1.4399, 3.2478, 3.2897)
F (5.8994, -3.9602, -1.2225)
C (5.6411, -3.8558, -2.5433)
F (5.6007, -5.1038, -3.0352)
F (6.7126, -3.2482, -3.0904)
C (4.3763, -3.0911, -2.7993)
C (3.3038, -3.6780, -3.4525)
C (2.1416, -2.9519, -3.6583)
C (2.0493, -1.6349, -3.2125)
C (3.1421, -1.0492, -2.5631)
C (4.2985, -1.7752, -2.3573)
C (0.8362, -0.8894, -3.3246)
C (-0.2242, -0.3249, -3.3530)
H (3.3727, -4.7015, -3.7932)
H (1.2933, -3.4043, -4.1535)
H (3.0594, -0.0241, -2.2243)
H (5.1450, -1.3231, -1.8555)
C (-1.3193, -3.4758, 1.5745)
C (-0.7164, -2.5667, 0.5064)
C (-1.3102, -2.9105, -0.8574)
C (0.7980, -2.7372, 0.4863)
O (-1.1051, -1.2434, 0.9064)
H (-1.1317, -4.5260, 1.3427)
H (-2.3973, -3.3163, 1.6333)
H (-0.8793, -3.2583, 2.5504)
H (-2.3878, -2.7285, -0.8539)
H (-1.1405, -3.9641, -1.0903)
H (-0.8543, -2.3107, -1.6462)
H (1.0513, -3.7679, 0.2270)
H (1.2284, -2.5121, 1.4633)
H (1.2534, -2.0807, -0.2543)

## Properties
net charge = 0
relative energy (zero: lowest compared OMol25 entry of this formula, charge and spin) = 0.0 kJ/mol
total energy = -5076.36341 hartree
largest force on an atom = 0.570 eV/A
molar mass = 927.826 g/mol
orbital gap (alpha / beta) = 0.259 / 0.259 Eh
E_LUMO (alpha / beta) = -0.69 / -0.69 eV
multiplicity = 1
HOMO level (alpha / beta) = -7.7254 / -7.7236 eV

***

Molecular formula: C4H9NO
Method: DFT, the ωB97M-V functional and the def2-TZVPD basis

Positions of all 15 atoms, in Å:
C (5.0703, 0.2487, 1.7752)
C (5.6775, -0.7987, 2.2981)
O (5.9441, -0.7311, 3.6953)
H (4.3770, 0.1526, 0.9250)
H (4.8612, 1.2217, 2.2069)
H (5.6737, -1.6777, 1.8582)
H (6.3328, 0.1987, 3.8262)
C (-5.6514, -0.5392, -2.5782)
N (-5.0445, 0.6086, -2.7284)
C (-3.9591, 0.7932, -1.8271)
H (-6.6421, -0.6477, -3.0356)
H (-5.5516, -1.4919, -1.9404)
H (-3.6019, -0.0251, -1.3103)
H (-4.4397, 1.3312, -0.9918)
H (-3.0464, 1.3568, -2.1732)

## Properties
net charge = 0
relative energy (zero: lowest compared OMol25 entry of this formula, charge and spin) = 421.8 kJ/mol
total energy = -287.67179 hartree
largest force on an atom = 6.743 eV/A
molar mass = 87.122 g/mol
orbital gap = 0.380 Eh
E_LUMO = 1.03 eV
multiplicity = 1
HOMO level = -9.3047 eV

***

Molecular formula: C3H6N4O
Method: DFT, the ωB97M-V functional and the def2-TZVPD basis

Positions of all 14 atoms, in Å:
C (1.0379, -0.9305, -0.9437)
C (0.5592, 0.4275, -0.5200)
N (-0.6466, 0.8555, -0.6129)
N (-0.6037, 2.1043, -0.2503)
N (0.5398, 2.4082, 0.1980)
N (1.3811, 1.3882, -0.0351)
H (1.0119, -1.5853, -0.0417)
H (2.0291, -0.9159, -1.3580)
H (0.4212, -1.3647, -1.6149)
H (0.8994, 3.2850, 0.4906)
C (-1.6397, -1.3846, 1.1458)
O (-0.5250, -1.8174, 1.2459)
H (-2.2549, -1.5598, 0.3159)
H (-2.2099, -0.9103, 1.9806)

## Properties
net charge = 0
relative energy (zero: lowest compared OMol25 entry of this formula, charge and spin) = 318.9 kJ/mol
total energy = -412.08748 hartree
largest force on an atom = 4.893 eV/A
molar mass = 114.108 g/mol
orbital gap = 0.405 Eh
E_LUMO = 0.89 eV
multiplicity = 1
HOMO level = -10.1354 eV

***

Molecular formula: C5H10AgF12N4O12S4
Method: DFT, the ωB97M-V functional and the def2-TZVPD basis

Positions of all 48 atoms, in Å:
Ag (-0.3606, -0.1563, -0.4961)
C (3.5484, -0.4202, 1.6313)
F (4.1280, -0.6314, 0.4516)
F (4.3163, -0.8615, 2.5994)
F (3.3310, 0.8755, 1.7709)
S (1.9271, -1.3692, 1.6299)
O (1.9795, -2.1627, 0.4242)
O (1.8600, -2.1383, 2.8202)
N (0.7338, -0.1821, 1.4171)
S (0.4370, 0.4423, 2.9001)
O (1.5048, 0.2841, 3.8241)
O (-0.0736, 1.7647, 2.7453)
C (-1.0070, -0.5375, 3.5474)
F (-0.7061, -1.7928, 3.8098)
F (-1.4773, 0.0474, 4.6382)
F (-1.9757, -0.5030, 2.6062)
C (2.5567, 2.9183, -1.0349)
F (3.0250, 4.0845, -1.4786)
F (3.5396, 2.0319, -1.0523)
F (2.0873, 3.0853, 0.1782)
S (1.2204, 2.3495, -2.2376)
O (0.8860, 3.4711, -3.0393)
O (1.7501, 1.2096, -2.9200)
N (-0.0229, 1.8877, -1.1904)
S (-1.0772, 3.1086, -0.9375)
O (-1.9373, 2.7303, 0.1306)
O (-0.4831, 4.3998, -0.9368)
C (-2.2187, 3.0577, -2.4179)
F (-3.1479, 2.0983, -2.1722)
F (-2.8492, 4.2197, -2.5099)
F (-1.6444, 2.7502, -3.5567)
O (1.0440, -1.2922, -1.9899)
H (1.5127, -0.7013, -2.5983)
H (1.6613, -1.9878, -1.7422)
O (-1.9504, -0.5018, -2.5555)
H (-2.3756, -1.3599, -2.4512)
H (-2.3937, -0.0730, -3.2953)
O (-2.5127, 0.2428, 0.1665)
H (-2.7940, 0.3315, 1.0830)
H (-3.1771, 0.6921, -0.3675)
C (-1.0716, -3.4920, 0.1127)
O (-0.9698, -2.3300, -0.3203)
N (0.0189, -4.1670, 0.5896)
N (-2.2987, -4.1116, 0.2218)
H (0.8902, -3.6550, 0.5231)
H (-0.0027, -5.1009, 0.9479)
H (-3.0600, -3.4793, 0.0576)
H (-2.3708, -5.0757, 0.4739)

## Properties
net charge = 0
relative energy (zero: lowest compared OMol25 entry of this formula, charge and spin) = 14.7 kJ/mol
total energy = -4256.48415 hartree
largest force on an atom = 3.214 eV/A
molar mass = 782.263 g/mol
orbital gap (alpha / beta) = 0.396 / 0.259 Eh
E_LUMO (alpha / beta) = -0.21 / -3.87 eV
multiplicity = 2
HOMO level (alpha / beta) = -10.9746 / -10.9328 eV
<S²> = 0.752

***

Molecular formula: C5H4NO5Pd
Method: DFT, the ωB97M-V functional and the def2-TZVPD basis

Positions of all 16 atoms, in Å:
O (-2.4991, -2.7631, 0.5321)
C (-1.6272, -2.2263, 1.1248)
Pd (0.1344, 0.2749, -0.2357)
C (1.3446, 1.6582, -0.5776)
O (1.9721, 2.5161, -1.0303)
C (-0.6983, 0.4167, -2.3872)
O (-0.7119, 0.8655, -3.4296)
C (-1.4773, 1.3477, 0.4829)
O (-2.3721, 2.0855, 0.5385)
C (1.1931, -1.3484, -0.9055)
O (1.8334, -2.0537, -1.5611)
H (-1.0126, -0.5454, -0.8761)
N (0.8494, -0.0369, 1.7926)
H (1.2618, -0.9714, 1.9897)
H (0.1666, 0.1327, 2.5499)
H (1.6431, 0.6478, 1.9927)

## Properties
net charge = +1
relative energy (zero: lowest compared OMol25 entry of this formula, charge and spin) = 118.8 kJ/mol
total energy = -751.33815 hartree
largest force on an atom = 7.619 eV/A
molar mass = 264.509 g/mol
orbital gap (alpha / beta) = 0.235 / 0.320 Eh
E_LUMO (alpha / beta) = -4.39 / -5.94 eV
multiplicity = 3
HOMO level (alpha / beta) = -10.7721 / -14.6451 eV
<S²> = 2.015

***

> The highest largest force on an atom belongs to which entry?

C5H4NO5Pd

***

> What is the formula in the first record?

C11H20FeI2N3O

***

> Which value of largest force on an atom does entry 3 give?

1.188 eV/A